i.
DFT (ωB97M-V with the def2-TZVPD basis set) results for a cluster of 2 separate species, C7H15N in total.

Structure (ORCA input):
```
! RIJCOSX wB97M-V def2-TZVPD def2/J DEFGRID3
* xyz 0 1
N 1.73 1.74 -0.75
C -3.24 0.00 1.79
C 2.21 0.58 -0.14
C -1.36 -1.18 -1.44
C -2.29 -0.55 -0.44
C 1.43 -0.27 0.53
C 3.69 0.39 -0.29
C -2.30 -0.72 0.87
H 1.87 -1.10 1.06
H 0.36 -0.13 0.65
H -1.91 -1.31 -2.37
H 3.99 0.46 -1.33
H -3.06 0.10 -0.83
H -1.56 -1.34 1.37
H -3.80 -0.69 2.42
H -3.93 0.65 1.26
H 3.97 -0.58 0.11
H -0.99 -2.14 -1.09
H -0.52 -0.53 -1.66
H 2.18 2.03 -1.60
H 4.22 1.15 0.29
H 0.73 1.87 -0.74
H -2.66 0.62 2.48
*
```

## Properties
**LUMO**: 1.033 eV
**SMILES**: C/C=C/C.C=C(C)N


ii.
DFT (ωB97M-V with the def2-TZVPD basis set) results for an isolated molecule of C7H15N.

Structure (ORCA input):
```
! RIJCOSX wB97M-V def2-TZVPD def2/J DEFGRID3
* xyz 0 1
N -0.53 -0.40 1.06
C 0.37 0.70 1.34
C 0.15 -1.66 0.78
C 1.19 0.66 -1.27
C -1.56 -0.53 2.08
C 1.05 1.32 0.09
C -0.62 -0.45 -2.56
C 0.00 0.65 -2.18
H -2.20 -1.40 1.95
H 1.19 -1.66 1.11
H 0.56 2.30 -0.03
H 1.54 -0.35 -1.08
H -0.52 1.59 -2.36
H -0.22 1.48 1.81
H -2.29 0.28 2.03
H 2.04 1.62 0.44
H 0.02 -1.85 -0.27
H -0.36 -2.56 1.14
H -1.11 -0.60 3.08
H 2.03 1.05 -1.84
H 1.15 0.42 2.07
H -0.46 -1.48 -2.23
H -1.52 -0.44 -3.16
*
```

## Properties
**LUMO**: 1.133 eV
**SMILES**: C=CCCCN(C)C


iii.
DFT (ωB97M-V with the def2-TZVPD basis set) results for an isolated molecule of C7H15N.

Structure (ORCA input):
```
! RIJCOSX wB97M-V def2-TZVPD def2/J DEFGRID3
* xyz 0 1
N 0.11 0.23 1.38
C 1.16 0.76 0.77
C 1.68 0.39 -0.55
C -2.63 -0.56 1.72
C -0.26 -1.10 1.02
C -1.47 -1.57 1.81
C 1.28 1.48 -2.76
C 0.87 0.35 -1.79
H 0.58 -1.80 1.24
H -1.21 -1.57 2.87
H 2.15 1.16 -3.33
H 2.00 0.94 1.45
H -0.47 -1.31 -0.04
H 2.75 0.51 -0.62
H 1.06 -0.52 -2.43
H -3.21 -0.64 2.64
H -3.30 -0.69 0.89
H -2.21 0.43 1.56
H -1.80 -2.56 1.50
H -0.19 0.31 -1.54
H 1.54 2.42 -2.27
H 1.07 1.65 -0.04
H 0.49 1.70 -3.48
*
```

## Properties
**LUMO**: 0.014 eV


Which structure is most stable? i, by 0.0359 hartree over the runner-up.


i.
DFT (ωB97M-V with the def2-TZVPD basis set) results for a cluster of 3 separate species, C3H10O3 in total.

Structure (ORCA input):
```
! RIJCOSX wB97M-V def2-TZVPD def2/J DEFGRID3
* xyz 0 1
O -0.04 -0.79 -0.13
O 2.61 0.42 0.31
O 1.22 0.98 -2.04
C -1.18 0.09 1.81
C -1.28 -0.38 0.42
C -2.44 -0.77 -0.18
H -3.23 -1.05 0.61
H -1.96 0.72 2.22
H 0.27 1.05 -1.72
H 1.50 1.85 -2.18
H -2.32 -1.16 -1.26
H 2.63 0.74 -0.61
H 3.25 -0.25 0.53
H -0.44 0.79 1.97
H -1.25 -0.78 2.48
H 0.71 -0.46 0.47
*
```

## Properties
**LUMO**: 0.582 eV
**SMILES**: C=C(C)O.O.O


ii.
DFT (ωB97M-V with the def2-TZVPD basis set) results for a cluster of 3 separate species, C3H10O3 in total.

Structure (ORCA input):
```
! RIJCOSX wB97M-V def2-TZVPD def2/J DEFGRID3
* xyz 0 1
O 2.70 -0.40 -4.38
O -1.58 1.19 0.81
O 0.00 -2.32 -1.74
C -0.95 1.87 3.00
C -0.08 -0.31 1.91
C -0.77 0.81 1.93
H 0.13 -0.74 0.93
H -0.47 1.59 3.95
H 0.45 -0.57 2.82
H -0.55 -2.58 -0.99
H -1.54 0.57 0.07
H 2.55 -1.33 -4.56
H -2.00 2.14 3.18
H 0.20 -3.10 -2.27
H 3.50 -0.40 -3.84
H -0.20 2.56 2.56
*
```

## Properties
**LUMO**: 0.527 eV
**SMILES**: C=C(C)O.O.O


iii.
DFT (ωB97M-V with the def2-TZVPD basis set) results for a cluster of 3 separate species, C3H10O3 in total.

Structure (ORCA input):
```
! RIJCOSX wB97M-V def2-TZVPD def2/J DEFGRID3
* xyz 0 1
O -4.65 -0.48 -1.88
O 4.51 -2.59 1.54
O -1.90 1.53 1.07
C -0.92 0.85 0.37
C 1.52 0.77 -0.18
C 0.21 1.47 0.07
H -2.79 1.27 0.81
H 4.94 -3.40 1.82
H 2.19 0.72 0.68
H 3.58 -2.84 1.46
H -1.16 -0.21 0.33
H -4.30 -1.13 -2.50
H -4.81 0.34 -2.35
H 0.17 2.53 0.31
H 2.05 1.39 -0.91
H 1.37 -0.21 -0.63
*
```

## Properties
**LUMO**: 0.694 eV
**SMILES**: C/C=C/O.O.O


Which structure is most stable? iii, by 0.0029 hartree over the runner-up.


i.
DFT (ωB97M-V with the def2-TZVPD basis set) results for a structure of composition C56H44FN11O2Pb.

Structure (ORCA input):
```
! RIJCOSX wB97M-V def2-TZVPD def2/J DEFGRID3
* xyz -2 1
Pb 0.03 0.18 -0.30
F -8.21 -0.44 1.75
O 0.35 0.49 -3.91
O -2.96 -3.33 -1.84
N 0.09 -2.01 0.53
N -0.36 -0.50 -3.20
N 2.15 -0.50 -1.05
N -5.04 3.84 -2.17
N 1.56 1.87 0.39
N -0.50 0.48 2.09
N -4.16 2.80 -1.93
N -2.54 1.77 -1.13
N -4.33 1.59 -2.42
N -3.10 2.95 -1.17
N -2.24 -2.36 -2.30
C 0.72 -4.13 1.04
C 2.44 -1.79 -1.43
C 2.56 3.81 -0.25
C 2.27 2.44 -0.61
C 2.04 4.02 0.99
C -4.16 -0.81 1.10
C 1.94 -2.95 -0.83
C -4.23 -4.39 2.97
C -6.42 -1.50 0.62
C -4.33 -2.78 4.74
C 3.31 2.61 -2.84
C 1.43 2.78 1.40
C -0.30 -3.77 1.90
C 3.81 -4.54 -1.38
C -1.55 -2.56 -3.39
C -4.65 0.17 1.95
C 2.00 -6.39 -2.38
C 2.09 4.19 4.03
C 0.13 1.32 2.97
C 3.57 -0.44 -2.83
C 3.37 -6.65 -2.45
C 0.90 3.56 3.68
C 4.27 -5.72 -1.94
C -0.38 -1.57 -5.40
C -0.74 -1.48 -3.94
C -2.67 -0.98 0.89
C 0.83 2.52 2.63
C 2.48 3.62 -3.35
C 2.44 -4.25 -1.34
C 0.95 5.60 5.62
C 4.12 4.23 -5.01
C -0.03 0.81 4.28
C -2.79 -2.45 2.91
C 2.88 4.42 -4.42
C -0.70 -2.47 1.52
C -6.87 -0.55 1.51
C -5.06 -1.63 0.41
C 3.33 -1.75 -2.56
C 2.12 5.20 4.98
C 4.57 2.47 -3.43
C -1.83 -1.61 2.08
C -1.07 -0.51 2.80
C -0.24 4.95 5.31
C -6.02 0.31 2.16
C -3.26 -3.64 2.34
C -0.26 3.94 4.36
C 2.84 0.34 -1.86
C 0.97 -3.02 0.20
C -0.74 -0.38 4.16
C -3.36 -2.03 4.10
C 4.96 3.25 -4.50
C -1.61 -3.88 -4.12
C 2.81 1.76 -1.74
C -4.77 -3.97 4.18
C 1.54 -5.20 -1.83
C -3.29 0.95 -1.89
H 5.26 1.74 -3.02
H 4.42 4.83 -5.86
H 1.50 3.76 -2.91
H 1.27 -5.06 1.03
H 0.40 1.23 5.17
H -0.74 -4.35 2.69
H -3.06 -1.08 4.53
H 0.15 -0.67 -5.72
H 3.06 5.68 5.23
H 0.26 -2.43 -5.57
H 0.48 -4.98 -1.80
H -1.15 5.24 5.82
H -1.19 3.44 4.12
H -2.22 -3.83 -5.03
H -2.08 -4.59 -3.44
H 2.21 5.18 -4.80
H -4.76 -2.43 5.67
H -4.60 -5.30 2.50
H 0.97 6.39 6.35
H 3.72 -7.58 -2.88
H 3.01 3.87 3.55
H 5.33 -5.92 -1.98
H 0.86 0.93 -3.22
H 1.30 -7.11 -2.77
H -2.51 -1.59 0.00
H -7.14 -2.14 0.12
H 4.50 -3.82 -0.98
H -1.28 -1.69 -6.00
H -4.57 4.69 -1.90
H -0.99 -1.05 4.96
H -2.88 -3.95 1.38
H 3.71 -2.60 -3.10
H 5.94 3.11 -4.94
H -2.29 0.02 0.73
H -3.96 0.83 2.46
H 3.13 4.51 -0.85
H -5.55 -4.55 4.68
H -5.28 3.85 -3.15
H -4.66 -2.35 -0.29
H -6.42 1.07 2.82
H 4.19 -0.05 -3.63
H -3.05 -0.09 -2.05
H -0.61 -4.25 -4.39
H 2.08 4.94 1.56
*
```

## Properties
**LUMO**: 4.099 eV


ii.
DFT (ωB97M-V with the def2-TZVPD basis set) results for a structure of composition C56H44FN11O2Pb.

Structure (ORCA input):
```
! RIJCOSX wB97M-V def2-TZVPD def2/J DEFGRID3
* xyz -2 1
Pb -0.15 -0.29 0.08
F 7.49 4.59 -1.71
O -1.09 -2.04 -3.25
O 2.60 -2.64 0.72
N -0.73 1.21 -3.56
N -0.19 1.93 -4.51
N -1.39 -2.10 1.07
N -0.65 1.86 -5.83
N -0.70 2.02 0.96
N 1.72 -2.46 -0.19
N 0.83 2.66 -4.15
N 0.44 -0.27 2.47
N -0.03 1.48 -2.49
N -2.55 0.15 -0.41
N -0.14 -2.05 -2.19
C 3.24 0.96 -0.92
C -4.25 5.93 -2.67
C -4.36 4.28 -0.93
C 2.76 4.31 5.27
C 4.62 2.41 -2.40
C 1.02 2.11 2.70
C -4.29 -3.12 -1.10
C 1.93 0.23 4.14
C 0.76 -1.40 3.12
C -4.23 1.09 -1.65
C 5.16 2.29 -0.05
C 2.99 3.63 2.59
C 0.13 2.69 1.78
C -3.39 -0.83 -0.82
C 1.69 -4.73 2.90
C -4.46 -0.25 -1.61
C 6.44 3.69 -1.51
C 0.92 2.36 -2.86
C 3.89 4.51 3.15
C -6.11 -4.86 -2.31
C -1.39 -4.28 1.77
C 1.86 3.42 4.70
C -5.00 -4.41 -3.02
C 0.84 -3.84 3.56
C -3.03 1.34 -0.86
C -1.46 2.91 0.30
C 0.72 -3.97 -3.45
C 1.71 -1.10 4.18
C 0.26 -2.68 2.81
C 5.66 3.30 -2.59
C -3.30 -2.19 -0.47
C 1.95 -6.02 4.92
C 1.11 0.76 3.06
C 3.78 4.86 4.49
C -4.10 -3.55 -2.42
C 4.29 1.84 -1.11
C 1.10 -5.14 5.58
C -0.07 4.12 1.60
C -0.76 -2.98 1.90
C 2.24 -5.81 3.57
C -2.39 -2.76 0.44
C -6.31 -4.44 -1.01
C 6.19 3.18 -0.25
C -3.01 5.43 -3.05
C 0.55 -4.06 4.90
C 1.76 -3.19 -1.28
C -5.40 -3.57 -0.41
C -3.12 3.76 -1.31
C 0.72 -3.00 -2.29
C -2.50 2.60 -0.59
C -4.92 5.35 -1.61
C 1.97 3.07 3.36
C -2.40 -4.15 0.87
C -1.07 4.26 0.69
C -2.45 4.35 -2.37
C 2.86 -4.19 -1.50
H 2.67 4.58 6.31
H 1.63 -3.84 -4.04
H -1.52 -1.19 -3.09
H 0.45 4.90 2.13
H 2.51 -5.23 -1.49
H -0.98 2.78 -6.07
H -5.28 -0.79 -2.06
H -5.55 -3.24 0.61
H 5.87 3.71 -3.57
H -5.88 5.74 -1.30
H -0.12 -3.38 5.41
H -3.21 -3.21 -2.95
H -3.09 -4.90 0.54
H 3.07 3.35 1.54
H -4.69 6.77 -3.20
H -0.14 -3.82 -4.09
H -4.88 3.83 -0.09
H 4.69 4.92 2.54
H 2.39 -6.86 5.44
H 4.49 5.55 4.94
H -1.48 3.97 -2.66
H 2.16 -1.82 4.85
H -1.11 -5.17 2.31
H -6.82 -5.54 -2.78
H -2.47 5.88 -3.88
H -1.50 5.18 0.33
H 3.04 0.55 0.06
H 3.58 -4.06 -0.70
H 6.83 3.48 0.58
H -1.43 1.22 -5.80
H 3.37 -4.04 -2.46
H 1.68 2.73 -2.19
H 2.66 0.57 -1.75
H -4.83 1.84 -2.13
H 4.03 2.11 -3.26
H 0.72 -4.99 -3.07
H 1.06 3.00 5.30
H 2.58 0.80 4.78
H -4.84 -4.74 -4.03
H 2.92 -6.47 3.05
H -7.18 -4.78 -0.45
H 1.95 -4.52 1.86
H 0.87 -5.30 6.63
H 5.00 1.88 0.94
*
```

## Properties
**LUMO (spin up / spin down)**: 3.515 / 3.514 eV


Which structure is most stable? i, by 0.0595 hartree over the runner-up.


i.
DFT (ωB97M-V with the def2-TZVPD basis set) results for an isolated molecule of C3H3NOS2.

Structure (ORCA input):
```
! RIJCOSX wB97M-V def2-TZVPD def2/J DEFGRID3
* xyz 0 1
S 0.81 2.04 -1.45
S -2.32 -1.70 0.84
O 0.18 -1.00 0.87
N -0.93 0.24 -0.49
C -1.05 -0.77 0.43
C 0.33 0.75 -0.59
C 1.16 -0.10 0.33
H 1.99 -0.67 -0.18
H -1.73 0.69 -0.93
H 1.57 0.51 1.15
*
```

## Properties
**LUMO**: -0.634 eV
**SMILES**: S=C1COC(=S)N1


ii.
DFT (ωB97M-V with the def2-TZVPD basis set) results for an isolated molecule of C3H3NOS2.

Structure (ORCA input):
```
! RIJCOSX wB97M-V def2-TZVPD def2/J DEFGRID3
* xyz 0 1
S -0.10 2.20 -0.03
S -2.91 0.40 0.01
O 2.13 -0.66 -0.04
N -0.28 -0.52 -0.11
C 0.34 0.59 0.02
C -1.69 -0.69 0.15
C 1.67 0.37 0.15
H 0.53 -1.27 -0.25
H 2.34 1.27 0.21
H -2.03 -1.69 -0.13
*
```

## Properties
**LUMO**: -1.649 eV
**SMILES**: O=CC(=S)NC=S


Which structure is most stable? i, by 0.0997 hartree over the runner-up.